[1]
28
Properties=species:S:1:pos:R:3:forces:R:3 method="wB97M-V/def2-TZVPD" charge=0 relative_energy_kcal_mol=0.0 smiles=CCCCSc1cc(C)nc(N)n1 gap_ev=9.19
S -0.9146 1.9712 -0.6034 -0.2 0.0 -0.1
N 1.5947 -2.2703 -1.0126 0.0 -0.3 -0.1
N 0.5058 -0.2652 -0.8198 0.0 -0.1 -0.1
N 2.7847 -0.4903 -0.2002 0.4 -0.3 0.0
C -2.1333 0.7486 -1.1985 0.1 0.3 0.1
C 4.1035 1.3047 0.7171 0.0 0.0 0.0
C 1.6354 -0.9604 -0.6769 -0.1 0.4 0.2
C 2.8096 0.7817 0.1821 -0.3 0.1 -0.1
C 1.6844 1.5900 0.0879 0.0 -0.1 0.0
C 0.5365 0.9999 -0.4321 0.1 -0.1 -0.1
C -3.1935 0.4344 -0.1526 0.2 0.1 0.2
C -2.6408 -0.2198 1.1132 -0.1 -0.1 -0.2
C -2.0873 -1.6193 0.8721 0.0 0.2 0.1
H -2.8370 -2.2507 0.3987 -0.1 -0.1 0.0
H 3.9722 1.6450 1.7426 0.0 0.1 0.1
H 2.4694 -2.7602 -1.0647 0.0 0.0 0.0
H 4.8529 0.5195 0.6901 0.0 0.0 0.0
H 1.6880 2.6219 0.3943 0.0 0.1 0.1
H -3.4459 -0.2734 1.8499 0.0 0.1 0.0
H 0.8100 -2.6044 -1.5424 0.0 0.0 0.0
H -1.8006 -2.0763 1.8166 0.0 -0.1 0.1
H -1.2069 -1.5815 0.2363 0.0 -0.1 -0.1
H -3.9309 -0.2300 -0.6118 -0.1 0.0 0.0
H -1.8552 0.4140 1.5303 -0.1 0.0 0.1
H 4.4404 2.1507 0.1210 0.1 0.1 0.0
H -2.5901 1.1859 -2.0864 0.1 -0.1 0.0
H -1.5483 -0.1274 -1.4712 -0.1 0.0 -0.1
H -3.7033 1.3617 0.1203 -0.1 0.0 0.0



[2]
27
Properties=species:S:1:pos:R:3:forces:R:3 method="wB97M-V/def2-TZVPD" charge=0 relative_energy_kcal_mol=17.0 smiles=C1CCP2#P(C2)P2C[C@]23C[C@@H]3C1 gap_ev=9.59
P 0.3873 1.5801 0.7914 1.1 0.2 -0.4
P -0.9691 1.7737 -0.8574 0.6 0.6 -1.4
P 2.1894 1.2385 -0.5127 -0.6 -0.2 0.6
C -2.6774 -0.2448 -0.2948 0.4 1.6 -0.9
C -1.5954 -1.0957 0.4322 0.6 -2.5 -1.3
C 2.9870 0.1776 0.7766 2.8 -0.7 1.1
C 1.1655 -1.5853 0.1586 -1.0 0.2 -0.6
C -2.4855 1.3375 0.0325 -0.7 -1.7 -0.5
C -0.2503 -1.5042 -0.4466 -1.0 -0.7 -0.7
C 2.2876 -1.8869 -0.8899 0.5 0.0 3.3
C -0.2083 3.1714 0.0858 2.0 0.8 -2.1
C 2.1850 -0.5648 -0.1925 -0.6 -0.1 -0.4
H -2.1768 1.3788 1.0795 -1.1 0.5 0.2
H -0.1008 -0.7570 -1.2769 -0.6 -1.0 0.4
H 1.2527 -2.0302 1.1629 0.1 0.0 -0.6
H -2.6041 -0.3457 -1.4241 0.1 -0.1 1.2
H -1.1716 -0.5882 1.2592 -0.2 0.6 1.1
H -3.7405 -0.4650 -0.0907 0.7 -0.4 0.4
H 3.0309 -2.4830 -0.3188 -0.2 0.0 -1.4
H -3.4048 1.8893 -0.3122 1.0 -0.3 0.7
H -2.0538 -2.0873 0.7988 0.7 1.5 -0.5
H -0.4167 -2.5730 -0.8378 -0.1 1.7 0.1
H 2.5318 0.1017 1.7894 0.6 0.5 -0.6
H 4.1598 0.0618 0.7832 -2.4 0.3 -0.1
H -0.9103 3.6137 0.7129 -0.9 1.2 1.1
H 0.5200 3.9313 -0.4855 -1.8 -1.9 1.4
H 2.0683 -2.0444 -1.9230 -0.1 -0.1 -0.3



[3]
13
Properties=species:S:1:pos:R:3:forces:R:3 method="wB97M-V/def2-TZVPD" charge=0 relative_energy_kcal_mol=92.0 smiles="C[C@@H]1C[C@]12C=N2" gap_ev=9.30
N -1.9274 -2.2222 -0.3152 -0.3 0.3 0.3
C 0.5093 -0.4629 -0.4010 -3.6 -1.2 0.3
C -0.6118 0.0437 -1.3188 -0.4 -0.1 -0.1
C -2.1739 -1.3066 0.5304 0.6 -0.1 -0.8
C -1.1665 -0.9510 -0.3902 3.8 1.0 0.2
C 1.0096 0.3731 0.7368 0.1 0.0 -0.2
H 1.6784 -0.2100 1.3669 0.0 0.0 0.1
H -0.9404 1.0686 -1.1767 0.1 0.1 0.0
H -0.5433 -0.2177 -2.3691 0.0 0.0 -0.1
H 1.5605 1.2369 0.3588 0.1 0.1 0.1
H 1.1681 -1.2040 -0.8229 0.1 0.0 -0.1
H -2.7802 -1.0690 1.3739 -0.5 -0.2 0.4
H 0.1997 0.7485 1.3625 -0.1 0.0 0.0



[4]
10
Properties=species:S:1:pos:R:3:forces:R:3 method="wB97M-V/def2-TZVPD" charge=+2 s2=0.75 relative_energy_kcal_mol=14.6 spin_multiplicity=2 gap_ev="14.16 / 7.21"
Cs 18.1208 -1.0399 7.4235 -0.2 -0.1 0.8
O 17.7373 -0.8075 3.6697 1.1 0.4 1.3
C 19.0781 -0.5600 3.9625 -0.5 3.5 -1.6
C 19.2173 0.9662 4.2625 -0.4 0.9 0.5
H 18.7026 1.6672 3.6054 -0.5 -0.9 -0.9
H 18.7797 1.3080 5.2004 0.1 -0.5 0.5
H 19.5241 -1.1175 4.7861 0.0 -0.8 0.5
H 17.6903 -1.5440 3.0558 -0.5 -1.1 -1.0
H 20.2152 1.4041 4.2383 0.6 -1.0 0.2
H 19.6718 -0.8781 3.1055 0.4 -0.5 -0.3



[5]
24
Properties=species:S:1:pos:R:3:forces:R:3 method="wB97M-V/def2-TZVPD" charge=-1 s2=15.83 relative_energy_kcal_mol=0.0 spin_multiplicity=8 gap_ev="6.44 / 6.17"
Rh 0.6129 0.0188 -4.1892 -0.4 1.0 1.6
Cr 0.0035 0.0532 -0.1040 0.8 0.4 0.2
Cl 0.0367 1.3759 -2.0691 -0.2 0.0 0.6
O 2.2078 0.8557 1.4677 0.4 0.0 0.6
C 0.9583 -0.6776 2.8934 0.7 0.7 0.4
C -1.2309 0.6575 -4.5529 -1.8 -0.5 -1.2
C 1.0327 -1.4480 -5.2665 0.0 -0.1 -0.1
C 1.2643 0.1045 1.6496 -1.2 -0.4 -1.8
C -1.7497 -0.9992 0.1851 1.0 0.3 0.3
C 2.2059 1.1854 -3.9427 2.1 0.1 -0.6
H -1.8259 -0.0765 -3.9723 -0.3 0.7 -0.3
H -2.1294 -1.3853 -0.7366 -0.3 -0.4 -0.7
H -0.0506 -0.2332 3.1532 0.8 -1.4 0.0
H 0.1648 -1.9499 -5.7125 0.8 -0.3 -0.3
H -2.4002 -0.2111 0.5293 -0.6 0.2 0.4
H 2.7286 0.6274 -3.1397 0.2 0.8 -0.3
H 1.8525 2.1990 -3.6608 0.5 -0.8 -0.1
H 2.1048 -1.6595 -5.3619 -0.5 -0.5 -0.5
H 2.7870 1.1796 -4.8896 0.0 0.2 0.6
H -1.6521 -1.7875 0.9125 -0.2 -0.3 0.4
H 1.0457 -1.7569 2.5646 -0.8 1.1 0.8
H 1.7011 -0.4349 3.6898 -0.4 -0.3 -0.2
H -1.4273 0.5780 -5.6429 -0.2 0.1 0.5
H -1.2858 1.7002 -4.1807 -0.2 -0.8 -0.3



[6]
183
Properties=species:S:1:pos:R:3:forces:R:3 method="wB97M-V/def2-TZVPD" charge=+1 s2=0.75 spin_multiplicity=2 gap_ev="3.18 / 7.91"
S 0.0468 -0.7041 27.6297 1.3 -0.2 4.1
S 0.4280 3.3745 14.5909 1.4 3.0 5.3
S 1.1926 1.6701 19.3360 5.8 -1.9 0.1
S -0.6847 0.5705 20.2286 5.4 -1.3 -2.5
S 0.4398 -0.4926 25.2925 3.5 2.8 -5.3
S 3.8933 6.9072 15.2377 2.1 2.3 -5.6
S 3.1367 6.1098 17.2035 -6.8 -4.8 7.5
S -1.0958 3.0113 12.8440 -4.3 1.5 -11.3
F 0.7065 -1.7375 28.6365 -0.4 -0.4 -0.5
F -0.0417 -1.2604 23.9889 0.6 -0.7 -0.7
F 4.7487 8.1681 14.7334 -0.4 -0.2 0.6
F 1.7145 2.9729 18.5163 -0.7 -0.1 0.1
F 0.5639 2.7032 16.0728 -0.5 0.0 -0.9
F 3.3979 6.0683 18.8271 0.6 0.3 -0.5
F -2.6536 2.6117 12.6893 -0.7 0.1 0.1
F -2.2902 0.7118 20.0987 -1.4 0.8 0.1
O 1.6936 6.4332 17.2712 2.2 -0.6 -0.9
O 4.7321 5.8172 14.7691 -0.5 0.7 1.1
O 1.5788 2.8526 13.9279 -0.5 -0.5 -0.7
O 0.4081 4.8003 14.9209 -0.7 -3.1 -1.1
O 1.9067 1.8778 20.5716 1.2 -0.1 0.5
O 1.6611 0.6360 18.3937 -0.1 0.6 0.1
O -1.2723 -0.5291 28.1892 0.8 -0.2 -1.5
O -0.5836 2.0322 11.8624 0.4 1.6 1.9
O -0.4770 0.4514 21.6459 -1.5 0.5 1.2
O 1.0164 0.3874 27.7622 -1.9 -1.3 -1.2
O 3.4608 4.7164 16.8873 0.0 2.0 -0.5
O -1.1107 4.4438 12.4764 0.9 -3.1 1.0
O 2.6477 7.0659 14.4940 1.4 -0.2 2.3
O -0.5482 -0.6858 19.4260 -1.5 0.5 0.4
O 1.8927 -0.1705 25.0680 -3.7 -1.0 0.3
O -0.4967 0.6136 25.2058 0.6 -0.1 0.9
N -4.8700 -1.6291 21.6302 2.3 0.9 3.9
N 4.0076 7.2905 16.8798 1.4 0.3 -4.1
N -0.8618 -1.0013 14.9966 0.4 0.2 0.9
N 5.4581 1.4501 15.6231 2.6 1.1 -1.1
N -1.0475 2.6450 14.2571 3.7 0.1 5.8
N -2.2626 5.0313 18.2962 -2.5 -1.5 0.0
N 0.1463 -1.6436 26.2426 -0.7 1.1 3.6
N -3.8756 3.5909 17.8607 -0.2 1.1 0.7
N -1.5473 4.5486 23.1422 -0.8 -0.6 -0.3
N 2.7345 -2.1357 19.9152 0.6 0.4 -1.6
N -4.1296 -0.8309 23.6113 -0.8 -0.4 -2.8
N 4.0370 -1.1168 21.3647 0.3 -1.1 0.0
N -0.2469 2.0344 19.4547 -7.6 0.5 0.1
C -3.6076 5.3637 22.0266 1.3 -1.8 0.4
C 6.0207 0.8388 13.3036 -0.6 -0.7 -0.1
C 3.8974 -1.4954 20.0888 0.3 0.6 0.5
C -2.6562 4.1079 22.1538 -0.4 0.6 0.8
C -0.9028 -2.4632 15.3676 -0.3 0.4 -0.8
C -2.2084 -1.4663 10.0910 -1.6 0.2 -0.5
C -0.3393 3.5393 23.0464 0.0 2.7 0.2
C -1.2247 6.0163 22.6410 -1.7 -1.8 1.0
C 3.9908 1.0681 15.7031 0.5 0.3 0.6
C -3.4673 5.7429 18.4663 -1.2 -2.9 -1.2
C -4.3129 1.8902 16.1795 -0.4 0.1 -0.8
C 6.3033 2.7501 19.1406 0.9 -0.3 0.8
C 3.0541 3.6033 24.9301 -0.9 -0.5 -0.1
C -2.6741 6.5512 22.3303 0.4 0.4 -0.6
C -2.1597 -2.6290 16.2598 1.3 -1.0 -0.4
C -3.2494 -0.3678 24.6683 0.0 0.7 0.6
C -5.5106 -0.7109 23.5986 -0.1 -1.5 -1.0
C -5.9676 -1.2968 22.4242 0.8 0.8 0.2
C -1.2768 -0.3536 16.3658 0.5 -0.4 -0.6
C -0.9541 5.5648 18.4875 1.3 -0.1 0.2
C 4.6690 0.7999 22.8077 1.0 -0.8 -1.2
C -4.6063 2.3156 17.5858 1.5 -0.9 0.0
C 0.5387 -0.5184 14.6048 -0.7 -1.3 -0.4
C 5.7126 3.7890 20.0388 -0.3 0.5 1.1
C -1.5034 -1.1844 12.4107 0.4 1.4 0.8
C 5.4698 2.2665 13.2729 1.5 0.0 0.6
C -4.9166 -2.2130 20.3036 -1.5 0.3 -0.5
C -2.3677 -1.3003 16.9090 -0.4 2.5 -0.9
C 2.0996 -2.1215 21.1125 -0.2 0.2 2.2
C -2.5110 3.7178 17.9739 -2.3 2.3 0.0
C -5.3635 -1.0930 19.3382 0.7 -0.1 -0.4
C 6.2217 0.4432 14.7796 -1.5 -1.0 -0.7
C 2.9310 -1.5705 22.1095 -0.4 0.2 -3.2
C 5.2332 -0.3749 21.8651 -1.3 1.2 1.4
C -3.7434 -1.3390 22.4022 -1.8 0.0 0.4
C -2.1403 4.5139 24.5765 1.2 -0.5 -2.1
C -4.5143 4.8501 18.1234 3.2 -0.5 0.5
C 5.6759 2.7262 14.7143 -1.8 0.5 -0.4
C 6.2382 1.5650 16.9595 -2.1 0.6 0.8
C 0.9381 4.1679 23.7005 -0.5 -1.5 -0.2
C -2.7089 -1.0892 11.4897 0.9 -0.7 -0.3
C 1.6582 3.0928 24.5474 0.9 0.1 -1.3
C 2.1813 -2.5453 18.5586 -0.3 1.0 0.4
C -1.8986 -0.7178 13.8340 0.8 -0.1 1.2
C 5.5420 2.5826 17.8713 0.8 -0.7 -1.0
H -0.7383 5.6468 19.5528 0.0 0.2 0.0
H -4.2365 1.5137 18.2248 0.0 0.5 0.7
H 6.6532 3.1967 14.8226 0.0 -0.5 0.7
H -0.5470 5.8326 21.8073 -0.3 0.4 -0.2
H -6.2496 -0.5880 19.7230 0.1 0.0 0.2
H -1.6547 -2.4043 10.0502 0.5 0.3 0.2
H -0.3904 -0.3280 16.9997 0.1 -0.2 0.0
H 6.9794 0.6992 12.8040 -0.2 0.2 -0.3
H -3.0913 -1.7000 9.4960 -0.1 0.1 -0.3
H -5.6255 -1.4039 18.3269 0.1 -0.5 0.1
H 3.9547 0.0510 16.0934 -0.1 0.0 -0.1
H 3.6156 2.7837 25.3785 0.0 0.3 0.4
H 7.2752 0.2991 15.0194 -0.2 0.6 0.5
H -3.0446 5.1225 24.5754 0.4 0.0 0.5
H -0.8420 6.5255 17.9849 0.1 -0.3 0.0
H 4.4357 2.4503 12.9812 0.1 -0.6 -0.2
H 4.7504 3.4753 20.4438 -0.3 -0.1 -0.4
H -3.8370 -0.2547 25.5794 0.1 -0.7 0.1
H 5.8698 -0.0670 21.0357 -0.6 0.4 -0.3
H -1.7491 -0.6198 9.5805 0.5 -0.3 0.2
H 5.5709 4.7702 19.5858 0.1 -0.1 -0.1
H 2.0100 -1.6558 17.9523 0.2 0.4 0.4
H -0.5825 2.5673 23.4756 -0.4 0.1 -0.2
H -0.2619 4.8165 18.1014 0.3 0.4 -0.2
H -2.3404 3.4497 24.7012 -0.3 0.2 0.4
H 4.8740 3.4575 14.8153 0.3 0.2 1.3
H -0.8670 -2.9537 14.3948 -0.3 -0.6 0.3
H 7.2531 1.9442 16.8402 0.0 -0.5 -0.8
H -6.9565 -1.4864 22.0337 0.0 0.2 0.3
H 4.2236 0.3528 23.6964 0.1 0.1 0.0
H 1.0586 2.6452 25.3400 0.0 0.5 0.2
H -3.1942 7.0417 23.1531 0.9 0.3 0.4
H -2.8533 -1.1395 14.1482 0.2 -0.5 0.1
H -6.0444 -0.3613 24.4700 0.0 0.0 -0.2
H -4.5483 -0.3797 19.2168 -0.1 0.2 0.2
H -0.7061 6.5552 23.4339 -0.1 -0.1 -0.1
H 1.2986 -0.8202 15.3256 -0.6 0.9 1.1
H 4.5464 2.2317 18.1428 -0.3 0.6 -0.4
H -2.9275 0.6612 24.5085 0.4 -0.3 -0.6
H -5.7321 -2.9337 20.3647 0.1 -0.3 -0.1
H 2.8165 -3.1966 17.9582 0.3 -0.3 0.8
H -0.7640 -0.4953 12.0027 0.0 0.4 0.2
H -1.2935 4.7869 25.2062 -0.6 0.3 0.3
H -0.9651 -2.1253 12.2967 -0.5 -0.5 0.6
H -2.2458 3.7346 21.2156 0.6 0.7 -0.2
H 6.1301 2.8611 12.6416 -0.4 0.2 -0.1
H -4.7001 0.9031 15.9267 -0.7 0.1 0.2
H -0.0148 -2.7657 15.9226 0.1 0.5 0.0
H 5.2817 0.1822 12.8444 0.3 -0.2 -0.1
H -4.0034 -2.7633 20.0767 0.1 0.5 0.0
H -1.8776 -3.3974 16.9795 -0.6 -0.3 -0.1
H 2.7869 -1.3175 23.1495 -0.2 -0.1 -0.1
H 0.4404 0.5297 14.3222 0.5 -0.2 0.1
H -2.7053 -1.5009 22.1521 0.0 0.1 -0.3
H 6.3557 1.8246 19.7141 -0.4 -0.5 0.0
H -3.5233 6.7602 18.8243 0.2 -0.1 -0.3
H -3.1478 3.2032 22.5117 -0.1 0.2 0.6
H -2.4602 -1.1726 17.9876 0.3 -0.5 0.0
H -2.6298 7.3181 21.5570 0.1 -0.2 -0.2
H 1.5178 4.4506 22.8218 0.6 0.1 0.3
H 7.3727 2.9188 19.0140 0.1 0.5 -0.6
H -4.8466 2.6786 15.6488 0.5 -0.4 -1.2
H 6.3222 3.8898 20.9368 0.3 0.3 0.0
H 3.4381 1.7196 16.3800 0.3 0.2 0.0
H 6.2136 0.6005 17.4667 0.2 -0.3 -0.5
H -3.2643 1.7738 15.9057 0.1 0.8 0.1
H 0.8114 5.0662 24.3047 -0.5 0.1 0.0
H -4.1302 5.2623 21.0755 0.1 0.6 0.0
H 2.9453 4.4907 25.5536 0.6 -0.1 0.2
H -4.3320 5.3537 22.8410 -0.2 -0.3 -0.3
H -2.3987 -1.0430 24.7605 -0.2 0.3 0.2
H -5.6916 2.3704 17.6703 0.2 0.7 0.5
H 5.9132 -0.9899 22.4546 -0.5 -0.5 0.1
H 0.9378 -1.1645 13.8229 -0.8 0.4 -0.9
H 1.1763 -2.9544 18.6623 0.3 -0.2 0.5
H 4.6285 -1.1990 19.3513 -0.3 -0.3 -0.2
H 5.5096 1.4424 23.0700 0.0 -0.1 0.3
H 5.6128 3.4863 17.2660 -0.9 0.4 0.5
H -3.4865 -1.7968 11.7775 -0.1 0.0 0.2
H 3.5057 1.1540 14.7307 0.4 -0.1 -0.1
H -1.7850 2.9430 17.7766 0.2 0.1 0.2
H 5.6950 -0.4961 14.9479 0.4 -0.2 0.2
H -3.0398 -2.8652 15.6616 0.2 -0.6 0.2
H -2.0604 0.3484 13.9926 0.3 0.2 -0.9
H -1.5468 0.6912 16.2122 -0.2 -0.2 -0.2
H -3.2753 -0.9177 16.4420 -0.4 0.2 0.4
H -3.1039 -0.0740 11.5255 -0.1 0.0 -0.1
H 1.0618 -2.4158 21.1669 0.2 -0.1 0.2
H -5.5838 4.9172 17.9894 0.2 0.3 0.3
H 3.9259 1.4306 22.3197 -0.1 -0.3 -0.3
H 3.5538 3.8340 23.9892 0.2 0.4 0.1
H -0.1954 3.5317 21.9660 0.1 -0.7 0.1
H 1.8823 2.2500 23.8934 -0.4 -0.2 -0.2



[7]
6
Properties=species:S:1:pos:R:3:forces:R:3 method="wB97M-V/def2-TZVPD" charge=+1 s2=2.02 relative_energy_kcal_mol=8.8 spin_multiplicity=3 gap_ev="6.96 / 4.99"
I 2.2030 -2.6464 0.3505 0.0 0.1 0.2
I 1.1693 -0.5884 -3.0922 -0.2 0.1 -0.3
I -1.3609 -3.1628 -1.8791 -1.7 -1.3 -1.1
P 0.4315 -1.7191 -1.0768 1.9 0.7 0.9
O -0.3623 -0.6091 -0.2788 -0.2 0.0 0.4
H -0.7364 -0.9386 0.5642 0.2 0.4 -0.2



[8]
16
Properties=species:S:1:pos:R:3:forces:R:3 method="wB97M-V/def2-TZVPD" charge=0 relative_energy_kcal_mol=179.6 gap_ev="7.92 / 8.78"
N -3.1870 -2.0492 -1.6218 0.0 -0.5 0.0
C -2.7498 -0.9354 -1.2359 0.0 -1.1 0.2
C 1.3404 -0.1232 1.4083 -1.7 0.5 -2.3
C -3.0658 0.5007 -1.1243 0.0 -0.1 -3.1
C 2.4148 0.0762 0.4541 1.9 2.4 0.9
C -1.7478 -0.0857 -0.7223 2.0 0.3 1.4
C -0.6499 0.3097 -0.0962 -0.6 -3.8 -0.3
H 0.7802 0.6186 1.9087 0.1 0.8 0.7
H -0.4184 1.2781 -0.0544 0.9 3.8 0.5
H -2.5486 -2.8528 -1.4579 -0.2 0.9 -0.1
H 2.2971 -0.3500 -0.5106 0.3 -1.8 -0.4
H -3.2131 1.0383 -2.0897 0.2 -0.2 0.8
H -3.7290 0.7353 -0.3642 -1.1 0.7 1.5
H 1.1628 -1.0969 1.6454 -0.7 -2.5 1.1
H 2.3543 1.0924 0.0805 0.4 0.8 0.5
H 3.4382 -0.0193 1.0082 -1.5 -0.2 -1.4



no.,E (Eh)
1,-914.43669
2,-1375.85956
3,-249.32664
4,-174.42682
5,-1927.23928
6,-7669.83829
7,-1309.96483
8,-288.49576